[1]
34
Properties=species:S:1:pos:R:3:nbo_charge:R:1 method="wB97M-V/def2-TZVPD" homo_lumo_gap_ev="8.416 / 5.693" multiplicity=5 e_homo_ev="-19.56 / -19.92" charge=+3 energy_ev=-114687.80077 lumo_energy_ha="-0.4096 / -0.5227"
Os 0.197 0.620 -0.388 -0.09
I -0.456 2.849 0.768 0.59
I 1.915 -1.122 -1.412 0.40
Se -0.846 -3.308 1.715 0.75
P -1.576 -0.441 -1.594 1.15
P 1.670 0.636 1.483 1.17
O 1.086 2.465 -2.601 -0.32
N -0.841 -0.400 1.100 -0.53
C 0.741 0.900 3.084 -0.91
C -1.368 -2.170 -2.220 -0.92
C -0.862 -1.597 1.375 0.03
C 2.744 -0.788 1.849 -0.95
C -1.929 0.509 -3.122 -0.95
C 2.926 1.971 1.351 -0.94
C 0.737 1.652 -1.842 0.59
C -3.197 -0.485 -0.748 -0.95
H 0.233 1.880 3.019 0.24
H -2.711 -0.036 -3.674 0.29
H -1.209 -2.878 -1.401 0.25
H 3.652 1.909 2.147 0.29
H -0.030 0.123 3.225 0.26
H 3.451 -0.824 1.022 0.26
H 3.425 1.865 0.391 0.27
H -1.018 0.565 -3.772 0.27
H -0.520 -2.171 -2.896 0.26
H 2.373 2.911 1.363 0.26
H -2.300 -2.410 -2.742 0.29
H -3.154 -1.052 0.181 0.25
H -2.268 1.506 -2.872 0.27
H -3.928 -0.937 -1.439 0.30
H 3.233 -0.581 2.803 0.29
H 2.187 -1.735 1.921 0.25
H 1.452 0.884 3.876 0.29
H -3.489 0.576 -0.547 0.28

***

[2]
28
Properties=species:S:1:pos:R:3:nbo_charge:R:1 method="wB97M-V/def2-TZVPD" homo_lumo_gap_ev=9.194 multiplicity=1 smiles=C1CCNC1.C1CCNC1 e_homo_ev=-8.21 e_above_lowest_kj_mol=185.8 energy_ev=-11566.47588 lumo_energy_ha=0.0360
N -1.052 1.958 1.493 -0.63
N 2.043 0.387 -1.862 -0.64
C 1.133 -0.237 -0.909 -0.23
C 1.658 -1.823 -2.595 -0.42
C -0.219 0.974 2.068 -0.22
C 0.991 -1.652 -1.285 -0.43
C 2.120 -0.515 -3.039 -0.22
C -2.486 1.774 1.871 -0.22
C -1.095 -0.265 1.963 -0.41
C -2.536 0.236 2.045 -0.42
H 1.804 1.358 -2.099 0.37
H 1.337 -0.121 0.173 0.19
H 0.041 1.166 3.126 0.15
H -0.819 -0.640 0.958 0.20
H 1.037 -2.380 -3.323 0.22
H -0.652 2.834 1.854 0.36
H 0.144 0.217 -1.115 0.17
H 3.155 -0.503 -3.432 0.19
H 1.457 -0.101 -3.823 0.16
H 0.726 0.864 1.503 0.20
H -3.124 2.302 1.137 0.20
H -2.903 -0.061 3.046 0.21
H -2.613 2.275 2.850 0.17
H 2.605 -2.382 -2.465 0.20
H -3.202 -0.227 1.292 0.22
H -0.082 -1.886 -1.423 0.21
H -0.909 -1.080 2.689 0.21
H 1.442 -2.473 -0.695 0.21

***

[3]
28
Properties=species:S:1:pos:R:3:nbo_charge:R:1 method="wB97M-V/def2-TZVPD" homo_lumo_gap_ev=7.793 multiplicity=1 e_homo_ev=-6.92 e_above_lowest_kj_mol=488.0 energy_ev=-11563.34383 lumo_energy_ha=0.0323
N -2.095 0.712 0.128 -0.56
N -0.196 -1.604 -0.657 -0.85
C 2.605 -0.378 -1.401 -0.64
C 2.082 -0.078 -0.017 -0.19
C -0.162 0.765 0.224 0.21
C 0.130 -0.391 -0.184 0.20
C 0.145 2.058 0.856 -0.69
C -2.678 0.624 -1.188 -0.41
C 2.502 -1.066 1.044 -0.63
C -2.771 -0.126 1.085 -0.42
H -0.233 -2.348 0.029 0.40
H 0.676 2.708 0.156 0.23
H 2.282 -1.367 -1.743 0.21
H -2.648 -0.404 -1.607 0.12
H -2.157 1.281 -1.892 0.20
H 2.272 0.369 -2.127 0.21
H -0.796 2.537 1.137 0.27
H -0.982 -1.620 -1.296 0.40
H 2.351 0.937 0.271 0.19
H -2.698 -1.207 0.839 0.13
H 2.159 -2.076 0.798 0.20
H 3.597 -1.114 1.130 0.21
H 3.704 -0.381 -1.418 0.20
H -3.741 0.923 -1.187 0.19
H -2.356 0.017 2.088 0.19
H 0.753 1.924 1.755 0.23
H -3.848 0.102 1.150 0.19
H 2.106 -0.796 2.026 0.21

***

[4]
31
Properties=species:S:1:pos:R:3:nbo_charge:R:1 method="wB97M-V/def2-TZVPD" homo_lumo_gap_ev=8.566 multiplicity=1 e_homo_ev=-7.85 e_above_lowest_kj_mol=248.8 energy_ev=-26493.99583 lumo_energy_ha=0.0263
S 2.568 0.051 0.132 1.65
O 3.913 -0.485 0.991 -0.88
O 3.015 1.244 -0.563 -0.95
N -0.091 0.590 0.158 -0.49
N 2.417 -1.257 -1.005 -1.08
C -0.657 1.353 -0.927 -0.20
C 0.139 1.210 1.484 -0.21
C -0.934 -2.727 0.409 -0.38
C 0.155 1.186 -2.215 -0.62
C -0.469 -0.728 0.231 0.21
C -1.048 1.570 2.420 -0.63
C -1.249 -1.642 -0.672 -0.44
C -0.098 -1.655 1.132 -0.33
H 4.454 -0.936 0.429 0.47
H 1.918 -1.030 -1.847 0.40
H -0.394 0.368 -2.724 0.20
H -1.933 1.825 1.815 0.20
H -2.244 -1.311 -0.725 0.21
H -1.720 -3.015 0.942 0.19
H -0.892 -1.985 -1.561 0.21
H -0.718 2.448 -0.753 0.21
H 2.062 -2.095 -0.592 0.39
H 1.116 1.066 -1.869 0.22
H -1.771 1.188 -1.203 0.18
H 0.476 -1.749 2.098 0.22
H -0.269 -3.496 0.188 0.19
H -0.037 2.064 -2.678 0.21
H -0.793 2.425 2.898 0.21
H 0.838 0.632 2.132 0.22
H -1.297 0.848 3.150 0.21
H 0.828 2.109 1.117 0.21

***

[5]
39
Properties=species:S:1:pos:R:3:nbo_charge:R:1 method="wB97M-V/def2-TZVPD" homo_lumo_gap_ev=8.003 multiplicity=1 e_homo_ev=-5.90 charge=-1 energy_ev=-51107.92892 lumo_energy_ha=0.0771
S -3.201 0.870 -1.811 2.15
S -1.737 3.044 -0.763 2.12
O -4.685 -0.433 0.879 -0.55
O 3.745 -3.944 1.377 -0.66
O -4.800 1.671 1.734 -0.72
O 2.742 -0.152 -0.435 -0.57
O -2.468 3.835 -1.822 -0.96
O -3.281 1.367 -3.239 -0.93
O -3.131 -0.648 -1.907 -0.95
O -2.243 3.442 0.627 -1.02
N -1.812 1.352 -0.955 -1.12
N 3.728 -5.923 2.475 -0.85
N 2.756 -5.735 0.413 -0.85
C 0.032 3.668 -0.809 -0.62
C 1.577 0.707 -0.331 -0.08
C -4.736 0.784 0.641 0.79
C 2.318 -1.534 -0.212 -0.28
C 2.073 2.210 -0.041 -0.41
C -4.778 1.234 -0.894 -0.76
C 3.431 -5.122 1.419 0.77
C 0.848 3.123 0.474 -0.42
H 2.517 -5.173 -0.388 0.41
H 0.543 3.432 -1.798 0.24
H 0.875 0.401 0.527 0.18
H 4.228 -5.504 3.241 0.41
H 3.479 -6.893 2.529 0.38
H 2.467 2.701 -1.002 0.19
H 2.488 -6.701 0.427 0.38
H 0.212 2.519 1.195 0.24
H 0.952 0.687 -1.292 0.20
H 1.284 4.047 0.994 0.21
H -5.100 2.319 -1.043 0.26
H -0.074 4.809 -0.728 0.25
H -5.578 0.572 -1.387 0.28
H 3.198 -2.250 -0.066 0.22
H -4.184 2.430 1.615 0.52
H 1.721 -1.851 -1.129 0.17
H 2.905 2.205 0.751 0.21
H 1.686 -1.568 0.734 0.17

***

[6]
41
Properties=species:S:1:pos:R:3:nbo_charge:R:1 method="wB97M-V/def2-TZVPD" homo_lumo_gap_ev="5.666 / 2.314" multiplicity=2 e_homo_ev="-13.12 / -13.12" charge=+1 energy_ev=-37047.40178 lumo_energy_ha="-0.2738 / -0.3970"
O -0.396 -0.068 -1.280 -0.40
O -3.151 4.248 0.235 -0.49
O -0.456 -2.187 -1.591 -0.39
O 3.441 -3.230 0.799 -0.36
O -2.971 3.266 -1.717 -0.57
O -0.382 -2.087 3.663 -0.37
O 1.172 -1.537 2.241 -0.38
O 3.135 1.914 -5.143 0.18
O 1.979 3.533 -4.347 -0.10
O -2.481 2.192 0.268 -0.52
O 5.270 -2.630 -0.277 -0.36
N -0.887 -1.161 -1.072 0.54
N 2.498 2.417 -4.226 0.50
N 4.086 -2.987 -0.243 0.51
N 0.331 -2.348 2.678 0.50
C -2.968 3.165 -0.531 0.97
C -2.017 -1.274 -0.066 -0.49
C 2.424 1.564 -3.053 -0.51
C -2.956 4.003 1.615 -0.10
C 0.213 -3.663 2.145 -0.49
C -2.869 2.471 1.626 0.08
C -2.005 1.772 2.676 -0.63
C 3.319 -2.824 -1.492 -0.49
H -1.957 0.740 2.328 0.21
H -1.639 -0.960 0.906 0.24
H -3.799 4.203 2.277 0.21
H -0.276 -3.588 1.173 0.23
H -1.992 4.424 1.902 0.19
H 3.544 -1.848 -1.923 0.21
H 3.269 2.032 -2.547 0.29
H 3.744 -3.500 -2.234 0.24
H -0.949 2.028 2.589 0.23
H -2.342 -2.314 -0.059 0.24
H 1.527 1.667 -2.442 0.33
H 1.235 -4.039 2.092 0.26
H 2.236 -2.947 -1.489 0.25
H -3.885 2.087 1.712 0.17
H -0.464 -4.319 2.692 0.25
H 2.633 0.503 -3.189 0.30
H -2.774 -0.550 -0.367 0.26
H -2.440 1.836 3.674 0.24

***

[7]
33
Properties=species:S:1:pos:R:3:nbo_charge:R:1 method="wB97M-V/def2-TZVPD" homo_lumo_gap_ev=7.517 multiplicity=1 smiles="CS[C@@]1([NH2+]CCN(C)C)N=NCC(=O)N1" e_homo_ev=-12.17 e_above_lowest_kj_mol=392.6 charge=+1 energy_ev=-28910.06629 lumo_energy_ha=-0.1711
S 3.173 -1.489 0.120 0.11
O 2.506 2.616 -1.764 -0.52
N 1.103 0.208 0.934 -0.22
N 0.579 -1.413 -0.621 -0.56
N -2.796 -0.168 -0.281 -0.43
N 1.750 0.526 -1.354 -0.69
N 1.431 1.278 1.418 -0.03
C -2.620 0.889 0.796 -0.41
C 2.051 1.857 -0.942 0.66
C -1.873 -1.293 -0.095 -0.26
C 1.423 -0.279 -0.290 0.41
C 1.927 2.311 0.537 -0.40
C -4.187 -0.578 -0.238 -0.43
C -0.795 -1.141 -1.219 -0.27
C 4.031 -0.474 1.295 -0.78
H -2.474 -2.163 -0.259 0.23
H 3.164 -0.033 1.917 0.25
H 1.755 0.427 -2.416 0.47
H 4.580 -1.118 1.969 0.27
H 0.371 -2.159 0.051 0.47
H 2.832 2.684 0.993 0.27
H -4.771 0.026 -0.947 0.22
H 4.716 0.198 0.765 0.24
H -2.928 0.521 1.832 0.19
H -4.601 -0.490 0.765 0.19
H 1.180 3.051 0.372 0.27
H -0.834 -0.105 -1.667 0.25
H 1.168 -2.031 -1.218 0.45
H -3.291 1.641 0.459 0.22
H -1.410 -1.089 0.865 0.20
H -1.168 -1.767 -2.042 0.26
H -1.594 1.141 0.832 0.18
H -4.400 -1.584 -0.569 0.20

***

[8]
29
Properties=species:S:1:pos:R:3:nbo_charge:R:1 method="wB97M-V/def2-TZVPD" homo_lumo_gap_ev=8.643 multiplicity=1 smiles=CCOCCO[C@H]1CC[NH2+]C1 e_homo_ev=-12.16 e_above_lowest_kj_mol=443.1 charge=+1 energy_ev=-14161.19779 lumo_energy_ha=-0.1291
O 2.469 -0.442 -0.951 -0.55
O -0.169 -0.598 -0.272 -0.54
N -3.774 -0.629 0.119 -0.54
C -2.046 0.854 -0.962 -0.47
C -1.249 0.222 0.364 0.09
C 3.728 0.320 -0.974 -0.08
C -2.536 -0.563 1.027 -0.29
C -3.655 0.486 -0.939 -0.26
C 0.729 -1.135 0.774 -0.11
C 3.766 1.571 0.130 -0.67
C 2.319 -1.240 0.276 -0.09
H -3.769 -1.519 -0.463 0.44
H 3.767 0.858 -2.039 0.20
H 2.658 1.620 0.567 0.20
H 2.630 -2.360 0.036 0.20
H -2.928 0.164 1.871 0.24
H 4.115 2.587 -0.333 0.24
H 0.668 -0.472 1.759 0.18
H 0.439 -2.235 1.112 0.19
H 2.976 -0.890 1.180 0.20
H -2.220 -1.639 1.373 0.27
H -1.963 2.027 -0.858 0.25
H -4.024 -0.075 -1.926 0.25
H -1.449 0.377 -1.871 0.29
H -4.696 -0.696 0.604 0.45
H -4.235 1.499 -0.702 0.26
H -0.701 1.049 0.990 0.24
H 4.449 1.190 1.021 0.22
H 4.702 -0.328 -0.912 0.19

***

no.,molar mass (g/mol)
1,729.18
2,142.25
3,142.25
4,206.31
5,348.38
6,346.25
7,232.33
8,160.24